Below is a molecular structure, C3H8NOP at a distorted geometry, with properties calculated with ωB97M-V/def2-TZVPD.

```
14
Properties=species:S:1:pos:R:3:forces:R:3
C 0.215 -0.146 0.296 -2.9 -2.5 1.8
C -0.553 -1.159 1.775 0.3 4.7 -3.2
C -0.505 -0.328 -1.059 -1.7 0.7 1.1
N 1.714 1.907 -0.811 -0.9 -0.2 1.0
O 1.557 -0.511 0.151 1.0 -0.7 0.1
P 1.492 1.046 0.711 -0.2 0.8 -0.5
H 0.372 -1.311 2.284 0.2 -0.6 0.6
H -0.984 -1.951 1.169 -0.1 -0.2 0.7
H -1.251 -0.376 2.275 1.1 -1.9 -0.8
H -1.647 -0.077 -1.153 2.2 0.1 0.6
H -0.497 -1.379 -1.345 0.6 0.0 -0.1
H 0.112 0.313 -1.671 -0.3 -0.1 -1.0
H 1.377 2.879 -0.765 0.6 -0.6 -0.1
H 2.685 1.817 -1.055 0.3 0.5 -0.3
```
Forces are in eV/Å.

The gap between HOMO and LUMO comes out at 9.8 eV. The total energy comes out at -590.37489 a.u. As for the HOMO energy: -8.8 eV. For the energy relative to the best compared isomer or geometry (same formula, charge and spin), the calculation gives 206.0 kJ/mol. As for the LUMO energy: 0.987 eV.

Below is a molecular structure, C43H98BBeN6O21 at a distorted geometry, with properties calculated with ωB97M-V/def2-TZVPD.

```
170
Properties=species:S:1:pos:R:3:forces:R:3
Be 0.968 -7.800 0.806 -1.0 0.5 0.0
O -3.567 3.140 1.012 4.1 -3.6 -0.9
C -2.575 2.399 0.813 -1.8 -0.1 -1.0
O -2.510 1.128 0.179 -0.1 2.0 0.6
B -1.086 0.711 -0.080 -0.1 0.3 1.2
O -0.249 1.773 0.621 -1.3 -0.4 -0.6
C -1.069 2.675 1.139 -0.2 2.4 1.9
O -0.785 3.630 1.854 0.1 -1.8 -1.4
O -0.734 0.509 -1.498 -0.7 0.7 -0.8
C -0.612 -0.756 -1.843 1.2 -0.5 -1.3
O -0.403 -1.246 -2.948 -0.8 1.3 2.3
C -0.504 -1.524 -0.499 0.5 -1.6 0.6
O -0.774 -0.638 0.518 0.3 -2.0 -1.7
O -0.127 -2.706 -0.503 -1.3 3.1 1.2
C 5.911 -1.622 -4.070 -0.4 -1.2 -1.2
C 6.235 -2.500 -2.878 3.3 2.2 -0.2
C 7.753 -2.234 -2.477 -0.5 -1.7 -0.4
O 5.507 -2.064 -1.804 -2.1 -0.4 1.9
H 5.867 -0.568 -3.797 0.3 -0.1 -0.1
H 4.975 -1.902 -4.552 -0.5 0.1 0.5
H 6.591 -1.866 -4.886 0.5 0.6 0.0
H 6.138 -3.569 -3.066 -0.4 0.0 0.1
H 8.390 -2.534 -3.308 0.2 0.3 0.0
H 8.002 -2.895 -1.647 0.0 -0.3 0.1
H 8.009 -1.248 -2.088 -0.4 0.4 -0.6
H 5.969 -1.361 -1.343 0.0 0.0 -0.1
C -3.382 -10.517 4.536 -1.0 0.1 -0.3
O -2.066 -10.065 4.520 0.0 1.6 0.8
C -1.111 -11.031 4.329 1.2 -0.4 -0.4
C 0.315 -10.493 4.709 -2.1 -1.5 -0.7
N 0.447 -9.025 4.485 0.1 -3.1 -0.2
C 1.743 -8.746 5.028 1.2 0.5 0.0
C 2.108 -7.291 4.920 -0.1 -0.7 0.5
O 1.792 -6.716 3.640 -0.2 -0.8 1.0
C 2.008 -5.338 3.704 0.7 1.4 -0.7
H -3.917 -10.183 5.425 0.3 -0.1 0.3
H -3.442 -11.602 4.451 -0.1 0.0 0.0
H -3.920 -10.061 3.706 -0.1 -0.2 -0.3
H -1.148 -11.366 3.293 0.2 -0.1 -0.4
H -1.362 -11.895 4.946 0.3 -0.3 0.1
H 1.017 -11.158 4.207 0.3 0.6 -0.4
H 0.406 -10.798 5.752 0.3 0.6 0.5
H -0.271 -8.797 5.158 -0.3 1.4 -0.1
H 2.578 -9.319 4.626 -0.5 -0.5 -0.8
H 1.752 -9.028 6.081 0.2 0.2 0.4
H 3.169 -7.189 5.145 0.2 0.2 -0.2
H 1.602 -6.943 5.821 -0.5 1.6 -0.6
H 2.875 -5.123 4.330 -0.2 0.2 0.3
H 1.139 -4.743 3.985 -0.1 -0.3 0.5
H 2.293 -4.926 2.737 -0.1 -0.4 -0.4
C -2.118 2.316 7.683 0.1 -2.1 1.1
O -1.710 3.287 8.564 0.3 2.8 0.0
C -1.212 4.499 7.908 0.4 -0.4 3.1
C -0.792 5.526 9.084 -0.1 -1.1 -1.8
N -1.737 5.555 10.142 -0.7 0.5 0.8
C -3.022 6.144 9.807 0.6 -0.3 0.1
C -3.827 6.460 11.031 0.0 0.8 0.6
O -3.529 7.737 11.665 0.0 0.3 -0.5
C -2.389 7.846 12.531 -0.9 -1.3 -0.1
H -2.489 1.542 8.355 -0.8 -0.1 0.0
H -1.252 1.749 7.339 0.2 0.4 -1.3
H -2.907 2.572 6.976 0.4 0.2 -0.3
H -1.991 4.951 7.293 0.2 -0.2 -0.4
H -0.266 4.207 7.453 -0.3 0.4 -0.9
H -0.730 6.506 8.611 0.2 0.3 -0.4
H 0.217 5.263 9.403 -0.2 -0.1 0.4
H -1.441 6.090 10.947 0.8 -0.4 0.1
H -3.573 5.442 9.182 -0.1 0.1 -0.1
H -2.908 7.105 9.304 0.1 0.2 -0.6
H -3.751 5.659 11.766 -0.2 -0.1 0.1
H -4.835 6.558 10.630 -0.2 0.1 0.7
H -1.450 7.775 11.983 0.1 0.0 0.1
H -2.514 7.039 13.254 0.6 -0.3 0.2
H -2.372 8.749 13.142 -0.5 0.3 -0.6
C 14.889 1.843 -0.757 -0.3 0.9 1.5
O 13.910 1.042 -0.061 0.7 -0.8 -0.4
C 12.706 1.592 0.395 -1.2 2.2 -2.1
C 11.899 2.212 -0.819 -0.1 -0.9 0.4
N 10.535 2.653 -0.519 1.3 0.6 0.2
C 9.869 3.212 -1.649 -2.3 0.9 0.3
C 8.412 3.711 -1.366 0.8 -1.8 -0.2
O 7.502 2.617 -1.178 1.1 0.0 -1.0
C 6.173 3.074 -1.098 0.5 0.1 0.9
H 15.332 2.559 -0.065 -0.2 0.3 0.4
H 14.505 2.476 -1.558 -0.2 -0.6 -0.4
H 15.773 1.268 -1.029 -0.7 -0.6 -0.4
H 12.814 2.485 1.011 0.5 -0.2 0.7
H 12.040 0.880 0.881 0.7 -0.4 0.1
H 11.870 1.505 -1.648 0.0 -0.6 -0.1
H 12.508 3.016 -1.232 -0.4 0.5 0.2
H 9.963 2.066 0.071 0.1 -0.2 -0.2
H 9.859 2.556 -2.519 0.0 -0.2 -0.2
H 10.250 4.180 -1.976 1.1 -0.1 0.1
H 8.173 4.290 -2.258 -0.5 0.2 0.0
H 8.420 4.332 -0.471 -0.1 0.3 0.0
H 5.561 2.224 -0.798 -0.1 0.2 0.0
H 5.787 3.522 -2.013 0.1 0.0 -0.2
H 6.259 3.827 -0.314 -1.1 0.3 0.2
C -2.132 5.279 -4.489 -1.4 0.6 1.2
O -2.264 6.697 -4.502 0.0 1.7 -0.1
C -3.215 7.325 -3.589 1.1 -0.5 0.3
C -3.105 8.863 -3.506 1.3 -0.1 -1.9
N -3.591 9.459 -4.780 0.6 -0.5 0.4
C -4.970 9.433 -4.902 -4.4 1.3 -0.1
C -5.646 9.398 -6.297 1.5 0.9 -0.5
O -4.954 8.481 -7.078 0.4 -0.3 -1.7
C -5.200 7.135 -6.788 0.7 -0.4 1.3
H -3.050 4.836 -4.876 0.0 -0.2 -0.5
H -2.126 4.962 -3.446 0.5 -0.3 0.2
H -1.248 4.941 -5.029 -0.1 0.4 0.0
H -2.983 7.001 -2.574 -0.3 -0.6 0.1
H -4.230 7.088 -3.907 -0.1 -0.3 0.3
H -2.077 9.197 -3.364 0.4 -0.5 -0.4
H -3.518 9.308 -2.601 -1.1 -0.3 -0.3
H -3.245 9.031 -5.628 1.0 -0.3 0.1
H -5.389 10.304 -4.398 -0.2 0.2 0.3
H -5.573 8.623 -4.492 0.7 -0.8 1.1
H -5.559 10.355 -6.812 0.2 0.1 0.0
H -6.708 9.158 -6.348 -0.2 -0.1 0.9
H -4.595 6.876 -5.919 0.1 -0.3 0.2
H -4.830 6.470 -7.569 -0.4 0.4 -0.3
H -6.223 6.934 -6.469 -0.3 0.0 -0.5
C 1.823 -7.020 -3.146 0.5 0.7 -1.7
O 0.680 -7.059 -2.327 0.3 -0.5 1.1
C -0.447 -7.134 -3.130 -3.2 0.9 0.3
C -1.883 -6.879 -2.389 1.9 1.3 0.1
N -1.935 -7.649 -1.172 -1.9 -0.7 1.0
C -3.076 -7.276 -0.271 0.3 2.0 0.3
C -2.930 -5.936 0.530 -1.1 -1.5 -0.3
O -1.790 -5.990 1.312 0.8 0.8 1.3
C -1.943 -5.342 2.621 0.9 0.0 -0.7
H 2.794 -6.995 -2.652 -0.5 -0.1 0.6
H 1.769 -6.138 -3.784 0.1 0.6 0.3
H 1.844 -7.776 -3.931 -0.1 -0.8 0.4
H -0.581 -8.108 -3.600 0.5 -0.2 -0.2
H -0.428 -6.333 -3.868 0.2 -0.1 -0.4
H -2.726 -7.000 -3.070 0.1 -1.2 -0.5
H -2.125 -5.843 -2.150 1.1 0.4 0.3
H -2.243 -8.561 -1.479 0.7 -0.8 0.2
H -3.346 -7.997 0.501 0.6 -0.6 -0.5
H -3.958 -7.062 -0.876 -0.3 -0.4 -0.3
H -3.804 -5.926 1.182 -0.3 -0.2 0.2
H -3.131 -5.069 -0.100 1.1 0.4 -0.2
H -0.940 -5.134 2.995 0.1 -0.1 -0.2
H -2.406 -5.975 3.378 -0.4 -0.2 -0.4
H -2.432 -4.373 2.522 -0.2 -0.2 -0.1
C -9.525 0.827 -3.288 0.5 -1.7 2.1
O -8.694 0.741 -4.376 0.1 1.5 -2.5
C -7.367 0.250 -4.292 -1.4 -0.5 0.5
C -6.615 0.375 -5.635 0.5 0.0 1.4
N -5.290 -0.240 -5.394 1.0 0.2 -1.1
C -4.626 -0.757 -6.607 -0.9 0.7 -0.3
C -4.396 0.216 -7.801 0.4 -0.5 0.8
O -3.355 1.185 -7.517 -1.0 -0.4 -0.2
C -3.209 2.094 -8.601 0.2 -0.3 -0.5
H -9.014 0.519 -2.376 0.6 -0.1 0.3
H -10.257 0.022 -3.358 -0.7 0.4 -0.2
H -9.926 1.789 -2.969 -0.2 0.3 -1.0
H -7.497 -0.808 -4.061 0.6 -0.3 0.1
H -6.927 0.739 -3.423 0.8 0.0 -0.2
H -6.484 1.428 -5.885 -0.3 0.1 -0.3
H -7.150 -0.148 -6.428 0.0 0.0 0.1
H -4.655 0.487 -5.096 -0.1 0.2 0.7
H -5.258 -1.582 -6.935 0.0 0.0 -0.5
H -3.633 -1.189 -6.478 0.0 0.1 0.9
H -5.296 0.701 -8.181 -0.1 0.2 0.2
H -4.097 -0.550 -8.516 0.5 0.5 -0.9
H -2.805 1.576 -9.471 -0.1 -0.2 -0.2
H -2.485 2.890 -8.427 -0.1 -0.1 0.8
H -4.153 2.555 -8.895 -0.2 0.0 0.1
```
Forces are in eV/Å.

The gap between HOMO and LUMO comes out at 0.9 eV. The total energy comes out at -3644.47476 a.u. As for the HOMO energy: -9.8 eV. For the energy relative to the best compared isomer or geometry (same formula, charge and spin), the calculation gives 0.0 kJ/mol. As for the LUMO energy: -8.888 eV. The total charge is +1.

Below is C2HClF2O2 in the gas phase at a distorted geometry, with properties calculated with ωB97M-V/def2-TZVPD.

```
8
Properties=species:S:1:pos:R:3:forces:R:3
C 2.168 -0.221 0.219 0.7 0.2 1.1
C 2.196 1.098 0.153 1.7 0.2 -0.2
O 0.078 -1.457 -0.287 0.9 -3.8 -0.2
O 0.672 -0.732 0.719 -1.3 0.5 1.1
F 3.330 1.711 -0.167 -0.4 1.1 -0.6
F 1.252 1.986 0.402 0.5 -0.2 0.3
Cl 3.222 -1.424 -0.070 0.4 0.0 -0.3
H -0.525 -0.846 -0.586 -2.5 2.0 -1.3
```
Forces are in eV/Å.

The gap between HOMO and LUMO (alpha / beta) comes out at 5.9 / 6.2 eV. The total energy comes out at -886.85159 a.u. As for the HOMO energy (alpha / beta): -5.3 / -9.6 eV. As for the multiplicity: 3. The expectation value of S² is 2.011. For the energy relative to the best compared isomer or geometry (same formula, charge and spin), the calculation gives 463.7 kJ/mol. As for the LUMO energy (alpha / beta): 0.635 / -3.343 eV.

Below is 16 unconnected molecules or ions with the total composition C3H37O16 at a distorted geometry, with properties calculated with ωB97M-V/def2-TZVPD.

```
56
Properties=species:S:1:pos:R:3:forces:R:3
C 0.297 -0.591 1.393 0.4 2.8 -0.9
C -0.639 0.199 0.418 2.2 1.5 -0.3
C -1.086 1.619 0.920 -0.3 -1.2 1.7
O -0.032 0.237 -0.820 0.7 0.6 -1.3
H 1.152 -0.978 0.891 0.4 -0.4 -1.4
H -0.076 -1.468 1.799 -1.1 -1.3 1.6
H 0.796 0.131 2.038 -0.6 -0.1 1.0
H -1.516 -0.298 0.251 -2.6 -1.7 -0.1
H -1.471 1.424 1.943 -0.7 0.1 -0.5
H -1.806 2.256 0.337 0.8 -1.0 0.6
H -0.238 2.170 1.237 1.2 1.0 -0.5
O -1.879 -3.101 -0.216 1.7 -0.3 -1.1
H -1.321 -2.555 -0.855 -1.4 -0.5 0.4
H -2.118 -2.498 0.477 -0.8 0.5 0.7
O 3.098 1.126 0.407 -0.4 -0.1 0.5
H 3.860 1.264 -0.155 0.2 -0.5 -0.2
H 2.478 0.533 -0.055 0.5 0.3 -0.2
O -0.764 4.064 -1.478 -2.2 0.2 -2.5
H -0.856 3.378 -2.189 0.5 0.8 1.0
H -0.191 3.708 -0.842 1.7 -0.8 1.5
O -3.530 3.527 -1.134 -0.7 0.1 0.7
H -2.649 3.934 -1.148 0.3 0.2 -0.3
H -3.924 3.575 -2.006 0.2 0.3 -0.2
O 1.871 -3.524 3.076 0.4 0.0 -0.3
H 1.106 -3.307 3.565 -1.2 0.2 2.0
H 1.409 -3.425 2.230 0.8 -0.6 -1.3
O -2.762 -1.529 1.906 -1.8 0.0 0.2
H -1.920 -1.176 1.696 1.2 0.7 0.2
H -3.378 -0.870 1.487 0.3 -0.7 0.3
O -4.267 0.219 0.400 -0.6 -0.1 -1.0
H -3.583 0.547 -0.219 -0.2 -0.2 0.1
H -4.969 -0.125 -0.202 0.9 0.3 0.7
O 1.208 1.957 -2.457 -0.3 0.8 -0.8
H 2.120 1.705 -2.555 0.3 -0.5 0.0
H 0.708 1.306 -1.930 0.0 -0.6 0.7
O 1.932 3.481 -0.315 -0.4 0.9 -0.3
H 2.532 2.910 0.134 0.8 -0.5 1.5
H 1.743 2.855 -1.020 -0.7 0.2 -0.9
O 2.280 -0.943 -1.565 3.7 -1.4 -1.0
H 1.461 -0.661 -1.299 -4.4 1.3 1.8
H 2.225 -0.796 -2.502 0.4 -0.1 -0.8
O 3.145 -1.230 2.581 0.1 1.2 -0.2
H 2.678 -1.952 3.031 -0.2 -0.1 -0.4
H 2.504 -0.654 2.111 0.8 -0.7 0.8
O -2.356 1.308 -1.896 0.8 -1.0 0.0
H -2.875 1.986 -1.487 -0.8 1.0 0.2
H -1.565 1.293 -1.318 0.1 -0.6 -0.8
O 4.451 -1.958 0.203 0.4 0.0 0.0
H 3.589 -1.674 -0.104 -0.2 0.0 -0.5
H 4.431 -1.658 1.120 -0.1 -0.1 0.2
O -1.229 -1.591 -2.332 0.4 0.3 -0.1
H -0.541 -2.081 -2.804 -0.1 0.4 0.1
H -0.817 -0.749 -1.933 0.0 -0.8 -0.1
O 0.659 -3.806 0.724 -0.5 0.1 -0.1
H -0.291 -3.546 0.660 0.3 -0.4 -0.5
H 0.942 -3.974 -0.183 0.0 0.1 0.2
```
Forces are in eV/Å.

The gap between HOMO and LUMO comes out at 8.9 eV. The total energy comes out at -1340.39838 a.u. As for the HOMO energy: -6.3 eV. For the energy relative to the best compared isomer or geometry (same formula, charge and spin), the calculation gives 201.9 kJ/mol. As for the LUMO energy: 2.553 eV. The total charge is -1.